Record 1
15
Properties=species:S:1:pos:R:3:forces:R:3:mulliken_charge:R:1 method="wB97M-V/def2-TZVPD" max_force_ev_per_a=1.2 orbital_gap_ev=10.52 e_above_lowest_ev=3.183 e_homo_ev=-9.417 total_charge=0 multiplicity=1
C -0.98567 1.12389 0.95249 0.1 0.1 0.0 -0.87
C -2.27028 -0.32414 -0.62182 -0.1 -0.1 0.1 -0.73
C -1.49027 -0.18672 0.44191 -0.4 0.1 0.0 0.10
N 1.32388 -1.10940 -0.23550 -0.1 0.3 -0.2 -0.29
C 2.78622 -0.73680 -0.19276 0.5 0.2 0.5 -0.23
C 1.68972 -0.11862 -0.90737 0.0 -1.1 -0.6 -0.21
H -1.29444 1.96191 0.31858 0.0 -0.2 0.0 0.28
H -1.34083 1.33030 1.97250 0.3 -0.1 -0.2 0.29
H -2.59895 -1.31230 -0.91106 -0.1 0.0 -0.2 0.26
H -2.63968 0.51880 -1.20678 0.2 -0.1 0.1 0.24
H -1.20301 -1.07620 1.00680 0.0 0.2 -0.2 0.26
H 3.07383 -0.23574 0.71190 0.4 0.0 0.4 0.18
H 3.54376 -1.43104 -0.57791 -0.5 0.3 -0.3 0.23
H 1.29823 0.51785 -1.68676 -0.1 0.2 0.2 0.32
H 0.10749 1.07822 0.93576 -0.1 0.2 0.3 0.17

---

Record 2
15
Properties=species:S:1:pos:R:3:forces:R:3:mulliken_charge:R:1 method="wB97M-V/def2-TZVPD" max_force_ev_per_a=7.1 orbital_gap_ev=4.34 e_above_lowest_ev=9.113 e_homo_ev=-6.070 total_charge=0 multiplicity=1
C -2.28747 -0.39714 0.16360 -0.9 -1.7 0.7 -0.91
C -1.42960 0.71106 -0.21458 1.6 0.6 -0.6 -0.52
C -0.01384 0.42704 -0.40389 -0.4 -1.2 -0.3 -0.50
C 0.95606 0.85864 0.61814 -1.5 1.3 -1.2 0.01
N 2.17620 0.74676 0.43773 4.5 -5.5 0.6 -0.41
C 2.68814 -0.51735 -0.07631 -2.3 5.7 1.3 -0.58
H -1.53278 -0.90267 -0.38391 0.0 -3.4 1.0 0.30
H -3.12122 -0.80233 -0.41924 -0.6 1.4 -0.1 0.33
H -2.50581 -0.59533 1.24188 0.6 -0.1 -0.8 0.19
H 0.59026 0.43253 -1.30051 -0.3 1.2 -1.5 0.58
H -1.77436 1.40135 -0.89218 -1.0 2.0 -1.2 0.29
H 0.21885 -0.65849 -0.23112 -0.9 0.2 0.5 0.07
H 0.48884 1.17481 1.48230 -0.2 1.1 1.9 0.50
H 3.60992 -0.69077 0.38338 1.7 -0.6 -0.6 0.30
H 1.93680 -1.18812 -0.40527 -0.2 -1.1 0.2 0.32

---

Record 3
15
Properties=species:S:1:pos:R:3:forces:R:3:mulliken_charge:R:1 method="wB97M-V/def2-TZVPD" max_force_ev_per_a=1.7 orbital_gap_ev="8.00 / 5.57" e_above_lowest_ev=2.513 e_homo_ev="-13.527 / -13.495" total_charge=+1 multiplicity=2 s_squared=0.7957
N -1.61434 -0.03613 -2.41308 0.5 0.0 0.4 -0.57
C -0.48624 0.52279 -1.68707 -1.1 0.3 0.2 -0.33
C 0.94963 -0.34716 2.97910 0.6 0.1 0.0 -0.47
C 1.19764 -0.53602 1.62827 -0.2 0.1 0.3 -0.19
C 0.55754 0.15346 0.57937 -0.9 0.3 0.2 -0.22
C -0.09159 -0.31328 -0.53461 1.1 -1.0 -0.7 -0.08
H -2.50021 0.27697 -2.04279 -0.1 0.0 -0.3 0.21
H -1.50008 0.15287 -3.39793 -0.5 0.0 0.0 0.26
H 0.32166 0.60775 -2.41254 0.6 -0.2 0.3 0.34
H -0.62763 1.54616 -1.32177 -0.1 0.2 -0.1 0.34
H 1.74917 -0.41308 3.70760 0.0 -0.6 0.0 0.30
H -0.04441 -0.21945 3.38406 -0.1 0.6 -0.2 0.31
H 2.00473 -1.23849 1.40381 -0.1 0.0 -0.1 0.36
H 0.41448 1.22250 0.74431 0.0 0.0 0.2 0.35
H -0.33033 -1.37890 -0.61673 0.2 0.2 0.0 0.40

---

Record 4
16
Properties=species:S:1:pos:R:3:forces:R:3:mulliken_charge:R:1 method="wB97M-V/def2-TZVPD" max_force_ev_per_a=7.4 orbital_gap_ev="4.80 / 8.82" e_above_lowest_ev=1.406 e_homo_ev="-3.801 / -7.844" total_charge=0 multiplicity=2 s_squared=0.7609
C -0.08860 2.58896 -0.91186 1.8 0.4 -0.2 -0.91
C 0.89596 1.49212 -0.31874 -1.4 -0.6 -1.0 -0.37
C 0.35690 0.11933 0.04057 1.8 -2.6 -1.4 0.33
C 1.03454 -1.15266 -0.00226 -3.9 1.6 0.8 -0.77
N -0.04536 -2.15087 0.33829 4.1 -0.9 -1.6 -0.11
C -1.11216 -1.42221 0.67491 -6.5 -1.7 3.0 -0.55
N -0.93756 -0.08894 0.41872 0.3 1.3 -0.6 -0.03
H 0.51173 3.52929 -0.55678 -2.2 -1.1 -0.6 0.25
H -1.16911 2.45711 -0.76265 0.4 0.6 1.1 0.30
H -0.08746 2.62700 -2.02779 0.6 -0.3 0.7 0.25
H 1.24221 1.80955 0.65109 0.8 0.8 -0.1 0.26
H 1.64056 1.42017 -1.13679 0.2 -0.2 1.2 0.27
H 2.01669 -1.48066 -0.25534 0.3 0.2 -0.2 0.40
H 0.08456 -3.17759 0.48733 -0.2 2.0 0.0 0.22
H -2.20685 -1.88047 0.89892 3.0 1.2 -1.0 0.23
H -1.67179 0.62097 0.50717 0.9 -0.7 -0.1 0.22